1.
Computed, not measured: a cluster of 7 separate species, C27H36N2O18P in total, with ωB97M-V with the def2-TZVPD basis set.

Last column: Mulliken charge in e.
CARTESIAN COORDINATES (ANGSTROEM)
C (2.424, 0.861, -1.448)  0.92
C (1.797, -0.095, -1.063)  -1.30
P (0.655, -1.364, -0.511)  0.51
C (1.002, -1.899, 1.248)  -0.41
N (1.260, -3.337, 1.288)  -0.32
C (2.278, -3.687, 2.310)  -0.86
C (-1.060, -0.660, -0.731)  0.48
C (-1.785, -1.092, -1.879)  0.00
C (-3.078, -0.502, -2.045)  -0.57
C (-3.416, 0.419, -1.030)  -0.18
C (-2.607, 0.732, 0.081)  -0.70
N (-1.406, 0.181, 0.228)  -0.34
H (2.674, 1.861, -1.795)  0.40
H (0.775, -2.533, -1.304)  0.14
H (0.158, -1.617, 1.907)  0.48
H (1.938, -1.385, 1.538)  0.21
H (0.402, -3.822, 1.539)  0.26
H (3.133, -2.995, 2.315)  0.22
H (1.849, -3.733, 3.329)  0.31
H (2.681, -4.689, 2.064)  0.35
H (-1.408, -1.813, -2.618)  0.07
H (-3.732, -0.736, -2.889)  0.50
H (-4.391, 0.927, -1.104)  0.38
H (-2.986, 1.453, 0.819)  0.45
C (-0.723, 3.115, -1.951)  0.00
C (-1.469, 4.221, -1.251)  -0.41
O (-0.462, 5.220, -1.084)  -0.30
C (0.490, 5.004, -2.035)  0.63
O (1.377, 5.751, -2.277)  -0.48
O (0.288, 3.817, -2.670)  -0.35
H (-1.358, 2.546, -2.629)  0.27
H (-0.244, 2.427, -1.250)  0.02
H (-2.279, 4.632, -1.857)  0.24
H (-1.872, 3.911, -0.288)  0.34
C (-1.364, -4.913, -6.165)  -0.39
C (-2.123, -3.629, -5.977)  -0.02
O (-2.222, -3.534, -4.546)  -0.33
C (-1.206, -4.262, -4.022)  0.66
O (-0.901, -4.259, -2.865)  -0.57
O (-0.581, -4.991, -4.968)  -0.32
H (-0.728, -4.899, -7.047)  0.31
H (-2.019, -5.785, -6.216)  0.26
H (-1.578, -2.762, -6.352)  0.14
H (-3.104, -3.655, -6.436)  0.30
C (3.722, -0.300, 4.318)  -0.41
C (4.074, -0.200, 5.779)  -0.40
O (3.619, -1.452, 6.298)  -0.29
C (3.589, -2.333, 5.270)  0.62
O (3.414, -3.502, 5.393)  -0.52
O (3.784, -1.709, 4.076)  -0.26
H (4.423, 0.235, 3.681)  0.37
H (2.709, 0.051, 4.106)  0.25
H (5.149, -0.118, 5.948)  0.26
H (3.575, 0.630, 6.275)  0.33
C (-4.200, 0.425, -8.298)  -0.33
C (-2.697, 0.321, -8.319)  -0.30
O (-2.474, -1.055, -8.002)  -0.31
C (-3.599, -1.739, -8.346)  0.70
O (-3.684, -2.926, -8.370)  -0.55
O (-4.609, -0.894, -8.661)  -0.32
H (-4.580, 1.158, -9.006)  0.30
H (-4.591, 0.655, -7.304)  0.25
H (-2.275, 0.529, -9.304)  0.27
H (-2.221, 0.971, -7.587)  0.29
C (0.862, 7.509, 0.519)  -0.03
C (0.122, 8.804, 0.723)  -0.34
O (0.028, 8.890, 2.145)  -0.34
C (1.037, 8.143, 2.669)  0.63
O (1.341, 8.135, 3.816)  -0.51
O (1.651, 7.406, 1.706)  -0.37
H (1.494, 7.522, -0.367)  0.33
H (0.197, 6.651, 0.465)  0.10
H (0.678, 9.668, 0.352)  0.25
H (-0.867, 8.799, 0.267)  0.29
C (2.396, -3.657, 8.742)  0.48
C (1.240, -4.602, 8.551)  -0.33
O (0.522, -4.472, 9.777)  -0.34
C (0.832, -3.257, 10.307)  0.65
O (0.279, -2.770, 11.236)  -0.51
O (1.859, -2.676, 9.630)  -0.33
H (2.721, -3.202, 7.812)  -0.42
H (3.253, -4.136, 9.222)  0.25
H (0.588, -4.305, 7.726)  0.27
H (1.560, -5.630, 8.395)  0.31

## Properties
**E_LUMO**: -3.60 eV
**HOMO energy**: -12.08 eV
**ΔE to the lowest compared entry with this formula, charge and spin**: 0.681 eV
**Spin multiplicity**: 1
**E**: -77697.7169 eV
**Net charge**: +1

2.
Computed, not measured: a cluster of 10 separate species, C8H35N2O13P in total, with ωB97M-V with the def2-TZVPD basis set.

Last column: Mulliken charge in e.
CARTESIAN COORDINATES (ANGSTROEM)
C (1.216, -2.739, -0.708)  -0.73
C (2.065, -1.526, -0.332)  -0.42
C (2.164, -0.418, -1.407)  -0.88
N (1.696, 0.887, -0.945)  -0.21
C (0.297, 1.255, -1.128)  0.01
C (-0.712, 0.168, -1.497)  -0.52
C (-1.658, 0.026, -0.293)  0.27
C (-3.135, -0.237, -0.581)  -0.50
P (-3.577, -1.644, -1.626)  0.74
O (-4.194, -2.762, -0.895)  -0.70
O (-2.311, -2.097, -2.501)  -0.56
O (-4.471, -1.006, -2.781)  -0.52
N (-1.536, 1.380, 0.317)  -0.22
C (-0.269, 1.844, 0.155)  -0.14
O (0.325, 2.599, 0.892)  -0.76
H (1.309, -3.506, 0.065)  0.45
H (0.151, -2.498, -0.763)  -0.08
H (1.536, -3.198, -1.644)  0.19
H (3.071, -1.880, -0.102)  0.42
H (1.664, -1.064, 0.574)  0.31
H (3.219, -0.280, -1.651)  0.45
H (1.681, -0.739, -2.336)  0.40
H (2.285, 1.629, -1.292)  0.38
H (0.201, 2.081, -1.843)  0.09
H (-0.304, -0.786, -1.796)  0.42
H (-1.296, 0.511, -2.353)  0.42
H (-1.279, -0.651, 0.480)  0.10
H (-3.544, 0.678, -1.012)  0.48
H (-3.627, -0.408, 0.376)  0.05
H (-1.713, -2.673, -2.002)  0.32
H (-4.133, -1.201, -3.665)  0.32
H (-1.923, 1.510, 1.246)  0.34
O (-3.960, -3.268, 2.166)  -0.61
H (-4.891, -3.366, 2.388)  0.31
H (-3.939, -3.395, 1.206)  0.31
O (2.740, 4.064, -1.112)  -0.64
H (3.483, 3.775, -0.571)  0.31
H (1.976, 3.959, -0.528)  0.30
O (1.578, 3.473, 3.303)  -0.70
H (2.357, 2.912, 3.228)  0.30
H (1.116, 3.347, 2.460)  0.50
O (3.330, 5.669, 2.483)  -0.69
H (2.589, 5.153, 2.839)  0.37
H (2.919, 6.345, 1.933)  0.33
O (3.577, 8.456, 3.942)  -0.64
H (4.390, 8.372, 3.434)  0.31
H (3.266, 7.545, 4.011)  0.35
O (2.023, -4.921, -3.311)  -0.61
H (2.800, -4.874, -3.881)  0.34
H (1.398, -5.482, -3.779)  0.29
O (4.945, -5.306, -3.615)  -0.63
H (5.887, -5.480, -3.521)  0.29
H (4.556, -6.183, -3.708)  0.31
O (-3.547, -1.882, 4.791)  -0.62
H (-4.467, -1.620, 4.880)  0.30
H (-3.438, -2.143, 3.865)  0.32
O (-4.547, 0.500, 2.333)  -0.59
H (-4.943, 1.251, 2.787)  0.28
H (-4.393, -0.156, 3.022)  0.29

## Properties
**E_LUMO**: 0.15 eV
**HOMO energy**: -8.93 eV
**Structure (SMILES)**: CCCN[C@H]1C[C@H](CP(=O)(O)O)NC1=O.O.O.O.O.O.O.O.O.O
**Spin multiplicity**: 1
**E**: -47754.1026 eV
**Net charge**: 0

3.
Computed, not measured: a cluster of 2 separate species, C2H8NS in total, with ωB97M-V with the def2-TZVPD basis set.

Last column: Mulliken charge in e.
CARTESIAN COORDINATES (ANGSTROEM)
S (2.827, -0.519, 0.096)  -0.86
H (3.469, -1.594, 0.494)  -0.06
C (-1.207, -0.262, 0.844)  -0.79
N (-0.286, -0.432, -0.236)  -0.29
C (-0.236, 0.773, -1.075)  -0.91
H (-2.076, 0.254, 0.378)  0.25
H (-0.773, 0.392, 1.650)  0.26
H (-1.659, -1.077, 1.395)  0.28
H (0.555, -0.719, 0.224)  0.14
H (0.106, 1.620, -0.520)  0.32
H (0.517, 0.626, -1.850)  0.29
H (-1.238, 0.938, -1.400)  0.38

## Properties
**E_LUMO**: 4.15 eV
**HOMO energy**: -2.68 eV
**ΔE to the lowest compared entry with this formula, charge and spin**: 0.820 eV
**Spin multiplicity**: 1
**E**: -14529.2731 eV
**Net charge**: -1

- The lowest HOMO energy belongs to which entry?
  C27H36N2O18P

- Which formula does entry 2 have?
  C8H35N2O13P

- Which value of net charge does entry 2 give?
  0